[1]
This record from the Open Molecules 2025 dataset describes a gas-phase ion, NO5S (charge -1) in a non-equilibrium geometry. The level of theory is ωB97M-V with the def2-TZVPD basis set.

## Properties
- ΔE to the lowest compared entry with this formula, charge and spin: 9.9 kcal/mol
- Gap between HOMO and LUMO: 9.934 eV
- Total energy: -829.1299 a.u.
- SMILES string: O=[N+]([O-])S(=O)(=O)[O-]
- M: 126.07 g/mol
- Total charge: -1
- HOMO: -5.772 eV

Atoms and positions in Å:
1 O 1.6801 -0.8651 0.6173
2 N 1.0153 -0.0934 0.0345
3 O 1.4659 0.8402 -0.6062
4 S -0.8909 -0.0023 0.0134
5 O -1.2962 -1.4178 0.1110
6 O -1.1688 0.9257 1.1095
7 O -1.3994 0.5441 -1.2814

=====

[2]
This record from the Open Molecules 2025 dataset describes a molecular structure, O12S3Zn in a non-equilibrium geometry. The level of theory is ωB97M-V with the def2-TZVPD basis set.

## Properties
- Gap between HOMO and LUMO: 4.779 eV
- Total energy: -3876.5634 a.u.
- M: 353.58 g/mol
- Total charge: -4
- HOMO: 5.072 eV

Atoms and positions in Å:
1 Zn -9.5343 26.6512 -34.4258
2 S -7.2553 27.1594 -35.5344
3 O -6.2322 26.0905 -35.3787
4 O -7.7019 27.5584 -34.1840
5 O -6.7687 28.2559 -36.3734
6 O -8.5490 26.6047 -36.1049
7 S -11.6299 27.9540 -33.3456
8 O -10.4753 27.3404 -32.6777
9 O -11.0353 28.0714 -34.7123
10 O -12.7124 26.9872 -33.3114
11 O -12.0783 29.2518 -32.8102
12 S -10.4853 24.2007 -34.0156
13 O -10.9269 25.2174 -35.0051
14 O -10.4287 22.8341 -34.5354
15 O -9.1549 24.7957 -33.7368
16 O -11.4132 24.3004 -32.8808

=====

[3]
This record from the Open Molecules 2025 dataset describes 2 unconnected molecules or ions with the total composition O2 in a non-equilibrium geometry. The level of theory is ωB97M-V with the def2-TZVPD basis set.

## Properties
- ΔE to the lowest compared entry with this formula, charge and spin: 152.5 kcal/mol
- Gap between HOMO and LUMO: 7.255 eV
- Total energy: -150.0535 a.u.
- M: 32.00 g/mol
- Total charge: 0
- HOMO: -13.111 eV

Atoms and positions in Å:
1 O 0.0000 0.0000 0.9843
2 O 0.0000 0.0000 -0.9843

=====

[4]
This record from the Open Molecules 2025 dataset describes a molecular structure, O4PRb4 in a non-equilibrium geometry. The level of theory is ωB97M-V with the def2-TZVPD basis set.

## Properties
- ΔE to the lowest compared entry with this formula, charge and spin: 57.0 kcal/mol
- Gap between HOMO and LUMO: 4.256 eV
- Total energy: -738.5698 a.u.
- M: 436.84 g/mol
- Total charge: +1
- HOMO: -8.445 eV

Atoms and positions in Å:
1 Rb 0.9485 -1.7124 2.4289
2 Rb -1.9358 -3.1290 1.1649
3 Rb 0.4378 3.8190 -1.6607
4 Rb -2.2637 0.5763 0.7760
5 P 0.6228 0.0751 -0.6320
6 O -0.4105 -1.0649 0.0721
7 O 0.0143 1.3777 -0.1849
8 O 0.5395 0.1623 -2.2051
9 O 2.0471 -0.1041 0.2408

=====

Question: The highest HOMO belongs to which entry?
Answer: O12S3Zn